An isolated ion of composition C4H11BrPS and charge +1 in a non-equilibrium geometry, computed with the ωB97M-V functional and the def2-TZVPD basis.

Element x y z (Å)
1 C -0.8810 1.9079 -1.6408
2 C 0.0963 0.5533 -1.5560
3 P -0.3055 -0.2184 0.1866
4 C -1.7610 -1.4473 -0.1521
5 S 1.4151 -1.2363 0.9938
6 C 2.2028 0.0675 2.1477
7 Br 0.8287 -2.9397 2.3376
8 H -0.4501 2.6631 -0.8478
9 H -0.9513 2.3536 -2.7212
10 H -1.9330 1.5377 -1.2166
11 H -0.1940 -0.1984 -2.4191
12 H 1.2423 0.8185 -1.6191
13 H -1.5388 -2.4908 0.3410
14 H -2.0153 -1.5143 -1.3066
15 H -2.7162 -0.9314 0.3435
16 H 1.7159 -0.0467 3.2141
17 H 3.3789 -0.0206 2.1582
18 H 1.8662 1.1422 1.7568

Energy relative to the best compared isomer or geometry (same formula, charge and spin) ... 65.2 kcal per mole
HOMO level ... -0.4740 hartree
Charge ... +1
LUMO energy ... -5.98 eV

Atom charges from the natural (NBO) analysis, given in e for atoms 1 to 4: -0.6247, -0.6836, 0.6318, -0.9327